Molecular formula: C40H56BN8NiS3
Method: DFT, ωB97M-V with the def2-TZVPD basis set

Last column: Mulliken charge in e.
Cartesian coordinates (Å):
Ni -0.49690 -0.04209 -2.77891  -0.490
C -4.13339 -3.05448 -0.80855  -1.845
C -2.81948 -2.59610 -0.25491  -0.387
C -2.20396 -3.24558 0.76249  -0.359
C -0.96105 -2.79037 1.27929  -0.064
N -0.37210 -1.74884 0.77660  -0.897
N -0.97757 -1.09752 -0.22630  0.966
B -0.35223 0.21336 -0.71490  0.239
N -1.24957 1.36862 -0.36526  0.751
N -1.97714 1.15118 0.76699  0.083
C -2.90886 2.01195 1.09835  -0.217
C -3.17479 3.16339 0.33165  -0.887
C -2.51522 3.34381 -0.87402  1.251
C -2.93071 4.45460 -1.80359  -1.578
C -1.54493 2.41180 -1.21536  -0.054
S -0.82822 2.35012 -2.81174  -0.290
C -3.64716 1.68864 2.39966  2.298
C -4.94493 2.48694 2.52574  -2.209
C -3.96547 0.18893 2.45391  -1.377
C -2.70850 2.04918 3.56615  -1.441
N 1.12610 0.45539 -0.31833  0.495
N 1.25499 0.72676 1.00163  -0.283
C 2.42922 1.01694 1.47123  -0.093
C 3.55211 1.10528 0.60125  -0.452
C 3.43282 0.84504 -0.72230  0.279
C 4.58230 0.97663 -1.67675  -1.818
C 2.13563 0.45535 -1.20302  0.393
S 1.86918 0.03820 -2.82830  -0.249
C 2.59138 1.26810 2.96832  2.313
C 3.44708 0.12839 3.54707  -1.506
C 1.23708 1.30442 3.68168  -1.414
C 3.30797 2.60969 3.18587  -1.903
C -2.15134 -1.44958 -0.79989  1.669
S -2.77197 -0.54399 -2.11310  -0.481
C -0.26994 -3.51510 2.43184  2.445
C -1.28197 -3.80930 3.54703  -1.841
C 0.30529 -4.83407 1.88930  -1.898
C 0.86362 -2.66626 3.00162  -2.051
H -4.37047 -4.05888 -0.45784  0.459
H -4.11973 -3.03422 -1.89693  0.404
H -4.93302 -2.37732 -0.49255  0.306
H -2.66105 -4.14041 1.17418  0.412
H -3.94727 3.86091 0.62549  0.403
H -3.59062 5.15086 -1.28592  0.392
H -3.47261 4.04086 -2.65804  0.340
H -2.07857 5.00779 -2.19448  0.154
H -5.60351 2.32309 1.66759  0.472
H -4.75808 3.55871 2.62321  0.389
H -5.47715 2.16627 3.42403  0.430
H -4.64579 -0.09653 1.64393  0.381
H -4.44840 -0.04633 3.40617  0.519
H -3.05383 -0.40468 2.36579  -0.090
H -2.46354 3.11659 3.55896  0.382
H -1.78091 1.47713 3.48625  0.117
H -3.18802 1.81383 4.52302  0.413
H 4.51260 1.42060 0.99550  0.396
H 5.47010 1.34627 -1.16246  0.414
H 4.32410 1.66159 -2.48732  0.358
H 4.81319 0.01567 -2.14280  0.321
H 2.88932 -0.81336 3.54170  0.207
H 3.72010 0.35932 4.58061  0.485
H 4.37083 -0.01828 2.98010  0.338
H 0.56107 0.53848 3.29901  -0.235
H 0.75467 2.27751 3.54529  0.413
H 1.38573 1.14609 4.75449  0.463
H 4.35019 2.58904 2.85415  0.382
H 3.30894 2.84866 4.25259  0.478
H 2.79186 3.41831 2.65908  0.331
H -2.05017 -4.52302 3.23707  0.398
H -1.77873 -2.89175 3.87955  0.306
H -0.76211 -4.24390 4.40437  0.467
H -0.48367 -5.48338 1.48917  0.361
H 0.81689 -5.37952 2.68855  0.487
H 1.02901 -4.63400 1.09457  0.323
H 0.48538 -1.70855 3.36971  0.350
H 1.62084 -2.45688 2.24321  0.301
H 1.33174 -3.19848 3.83362  0.532
C 0.78543 3.22069 -2.58763  -0.114
C 0.63478 4.70594 -2.48290  -0.355
C 0.60055 5.30962 -1.23027  0.050
C 0.45137 6.68540 -1.11494  -0.833
C 0.33769 7.46914 -2.25585  -0.450
C 0.37395 6.87284 -3.51111  -0.704
C 0.52356 5.49735 -3.62290  -0.049
H 1.24224 2.81686 -1.68938  -0.417
H 1.36980 2.91743 -3.45266  0.821
H 0.68487 4.69603 -0.33660  0.488
H 0.42465 7.14704 -0.13498  0.414
H 0.22869 8.54319 -2.16799  0.406
H 0.28989 7.48134 -4.40416  0.395
H 0.54678 5.03187 -4.60486  0.390
N -0.35063 -1.95990 -3.42320  -0.448
C 0.08417 -3.02426 -3.52519  0.462
N 0.56122 -4.24635 -3.65224  -0.014
C 1.40868 -4.58852 -4.82113  -0.903
C 2.87436 -4.60731 -4.40992  -0.387
C 3.07175 -5.58545 -3.25059  -0.916
C 2.19013 -5.19917 -2.06060  -0.228
C 0.72197 -5.11490 -2.46561  -0.650
H 1.20889 -3.87731 -5.61823  0.462
H 1.09732 -5.57738 -5.16148  0.339
H 3.15882 -3.59811 -4.09435  0.219
H 3.49418 -4.87600 -5.26783  0.362
H 4.11931 -5.61504 -2.94745  0.360
H 2.80554 -6.59511 -3.58298  0.351
H 2.50531 -4.22653 -1.67147  0.128
H 2.28966 -5.92861 -1.25597  0.392
H 0.10484 -4.71880 -1.66215  0.376
H 0.34355 -6.10351 -2.72842  0.199

Atomic forces in eV per Å
Ni 0.045 0.280 -0.048
C 0.025 0.137 0.032
C -0.161 0.101 -0.169
C 0.078 -0.219 0.124
C -0.023 -0.169 0.228
N 0.036 0.133 -0.070
N 0.119 -0.144 -0.312
B -0.188 0.392 0.108
N 0.234 -0.024 0.377
N -0.172 0.123 0.068
C 0.141 -0.123 -0.021
C -0.200 0.079 0.159
C 0.077 -0.022 -0.233
C 0.052 -0.097 0.033
C -0.222 0.265 -0.171
S 0.038 -0.026 0.154
C 0.140 0.026 0.002
C -0.054 -0.026 -0.009
C -0.026 0.001 -0.030
C -0.038 -0.038 -0.023
N 0.028 -0.019 0.024
N -0.146 0.056 -0.190
C 0.040 0.054 0.082
C 0.112 0.087 0.034
C 0.102 -0.051 -0.156
C -0.080 -0.063 0.047
C 0.095 -0.005 0.131
S -0.235 0.024 0.128
C -0.019 -0.041 -0.054
C -0.040 -0.078 -0.003
C -0.038 0.069 -0.008
C 0.027 0.038 -0.011
C -0.131 -0.016 0.129
S 0.321 -0.235 0.074
C -0.003 -0.067 -0.128
C -0.083 0.029 0.019
C -0.087 -0.064 0.007
C 0.011 0.085 -0.025
H 0.009 0.061 -0.005
H 0.006 -0.035 -0.029
H 0.069 -0.021 -0.033
H 0.051 0.117 0.003
H 0.079 -0.061 -0.002
H 0.036 -0.057 -0.016
H 0.017 0.014 0.039
H 0.035 -0.002 0.018
H 0.043 0.015 0.067
H -0.014 -0.048 -0.008
H 0.022 0.025 -0.040
H 0.068 0.024 0.058
H 0.014 0.005 -0.062
H -0.051 0.022 0.013
H -0.012 -0.106 -0.004
H -0.046 0.052 0.038
H 0.050 0.040 -0.126
H -0.083 -0.075 0.000
H -0.074 -0.038 -0.030
H 0.011 -0.019 0.031
H -0.027 0.041 0.030
H 0.084 0.100 -0.008
H -0.039 -0.021 -0.086
H -0.037 0.025 0.049
H 0.059 0.039 0.068
H -0.021 -0.133 -0.032
H -0.006 0.067 -0.115
H -0.096 0.000 0.028
H 0.014 -0.024 -0.082
H 0.045 -0.053 0.058
H 0.062 0.069 0.024
H 0.055 -0.091 -0.019
H -0.038 0.027 -0.061
H 0.121 0.090 0.050
H -0.068 0.054 -0.083
H -0.008 -0.029 0.016
H 0.045 -0.088 -0.027
H -0.032 -0.005 0.059
H -0.014 0.024 -0.060
C -0.167 -0.063 0.028
C 0.009 -0.006 0.005
C -0.035 0.004 0.094
C -0.024 0.024 -0.019
C 0.004 -0.035 0.017
C 0.002 -0.046 -0.009
C -0.061 0.026 -0.068
H 0.097 -0.053 0.019
H 0.070 0.000 -0.041
H 0.009 0.044 -0.071
H 0.009 -0.027 -0.044
H -0.007 -0.048 -0.006
H 0.008 -0.041 0.058
H 0.012 0.049 0.087
N -0.056 -0.212 -0.078
C 0.354 -0.648 -0.014
N -0.149 0.182 -0.118
C -0.015 0.107 0.266
C -0.071 -0.004 0.092
C -0.037 0.036 0.000
C -0.036 0.033 -0.090
C 0.137 0.191 -0.138
H -0.045 0.058 0.007
H -0.056 -0.026 -0.023
H 0.054 -0.015 -0.047
H -0.035 -0.013 0.038
H -0.033 0.002 -0.006
H 0.044 0.007 0.005
H 0.016 0.010 0.032
H 0.016 0.000 0.045
H -0.063 0.039 0.025
H -0.051 -0.038 -0.063

Properties
net charge = +1
⟨S²⟩ = 2.10
energy above the lowest of the compared OMol25 structures with the same formula, charge and spin = 0.266 eV
HOMO energy (spin up / spin down) = -8.17 / -10.56 eV
orbital gap (spin up / spin down) = 5.09 / 7.86 eV
F_max = 0.0144 hartree/bohr
spin multiplicity = 3